Run 1
# H23O12

A 12-piece molecular cluster, H23O12 overall (wB97M-V/def2-TZVPD, OMol25).

Computed properties:
Total charge: -1
HOMO energy in eV: -6.2191

Last column: Löwdin charge in e.
CARTESIAN COORDINATES (ANGSTROEM)
O 3.173 -0.939 -3.137  -0.1806
H 2.559 -0.316 -2.622  0.0028
H 2.819 -1.851 -2.758  0.0958
O 1.738 -0.288 4.307  0.0131
H 1.961 -0.656 3.578  -0.0977
H 0.842 -0.552 4.604  0.0614
O -3.991 -0.030 0.017  -0.1129
H -3.846 0.871 0.606  0.1354
O 1.108 4.112 -0.139  -0.0762
H 1.180 3.185 -0.417  0.0182
H 2.084 4.168 -0.211  0.0477
O 1.861 -2.108 0.138  -0.2715
H 2.264 -1.085 -0.358  0.0006
H 1.529 1.106 1.877  0.0642
O 0.047 -1.111 -1.747  -0.0388
H 0.699 -0.846 -1.118  -0.0317
H -3.099 -0.211 -0.159  -0.0538
O -1.890 1.655 -0.478  -0.0926
H -0.950 1.920 -0.555  0.0399
H -2.006 1.126 -1.318  0.0342
O 1.109 0.299 1.411  -0.2045
H 1.691 0.136 0.497  0.0302
H 0.118 -0.692 -2.571  0.0093
O -1.492 1.760 4.225  -0.1047
H -0.942 0.950 4.014  0.0387
H -1.130 2.200 3.406  0.0550
O -2.268 -0.433 -2.934  -0.1018
H -1.804 -1.254 -2.689  0.0170
H -3.217 -0.357 -2.574  0.0841
O -2.677 -3.415 -0.503  -0.0160
H -1.937 -3.153 -1.067  0.0337
H -2.800 -2.624 -0.080  -0.0370
O 2.505 0.124 -0.881  -0.3774
H 1.287 -1.696 0.805  -0.0393
H 3.477 0.005 -1.168  0.0549

Run 2
# H23O12

A 12-piece molecular cluster, H23O12 overall (wB97M-V/def2-TZVPD, OMol25).

Computed properties:
Total charge: -1
HOMO energy in eV: -5.9027

Last column: Löwdin charge in e.
CARTESIAN COORDINATES (ANGSTROEM)
O 2.638 0.062 1.119  -0.0643
H 2.724 -0.885 0.988  0.0028
H 1.512 2.972 -0.143  -0.0140
O -1.458 1.391 0.636  -0.1338
H -1.273 1.044 -0.241  0.0060
H -0.855 0.759 1.146  0.0093
O 3.569 0.565 -2.365  -0.0565
H 3.874 -0.284 -2.019  0.0417
O 1.368 2.774 0.776  -0.0316
H -0.994 -2.215 0.447  -0.0261
H 2.231 3.046 1.118  0.0517
O -1.242 2.324 -2.986  -0.0645
H -0.907 1.467 -2.699  0.0319
H 2.331 2.738 -1.932  -0.0047
O 1.650 -2.751 0.213  -0.0730
H 1.323 -2.035 0.764  -0.0304
H 3.946 1.147 -1.694  0.0287
O -1.327 -3.046 -0.037  -0.1352
H -1.018 -3.655 0.648  0.0233
H 1.067 -2.935 -0.525  0.0267
O -3.810 0.234 1.519  -0.0894
H -3.739 1.110 1.135  0.0104
H -2.892 -0.077 1.487  -0.0065
O -3.668 -1.929 -1.332  -0.0718
H -4.284 -1.238 -1.557  0.0107
H -3.247 -1.741 -0.485  0.0026
O -0.572 -0.913 1.303  -0.3638
H 1.997 0.428 0.506  0.0100
H -0.779 -1.219 2.191  -0.0721
O 0.465 -2.456 3.357  -0.0761
H -0.383 -2.005 3.240  0.0057
H 0.928 -1.734 2.897  0.0207
O 1.905 3.376 -2.504  -0.0430
H -2.142 1.999 -2.792  0.0460
H 1.060 3.685 -2.180  0.0286

Run 3
# H23O12

A 12-piece molecular cluster, H23O12 overall (wB97M-V/def2-TZVPD, OMol25).

Computed properties:
Total charge: -1
HOMO energy in eV: -6.6947

Last column: Löwdin charge in e.
CARTESIAN COORDINATES (ANGSTROEM)
O 1.423 0.578 -0.460  -0.1890
H -1.310 -2.966 1.730  0.0022
H -0.602 -0.967 -3.455  -0.0911
O 1.804 1.635 -3.289  -0.0340
H 1.238 1.542 -4.063  0.0405
H 1.920 0.779 -2.938  -0.0140
O 1.356 3.693 -0.701  0.1086
H 1.852 3.585 -1.428  -0.0256
O -0.731 -1.012 -4.361  -0.0627
H -3.832 -2.410 1.949  0.0190
H -0.208 -1.774 -4.667  0.0454
O -1.007 -3.113 2.604  -0.0484
H 0.105 -0.379 1.462  -0.1103
H 0.533 -0.568 -1.961  0.0316
O -2.005 -0.462 -0.933  -0.0895
H 0.395 2.868 3.347  -0.0542
H 0.763 3.208 -0.439  -0.1208
O -4.438 -1.951 1.292  -0.1855
H -3.794 -1.017 1.244  0.1483
H -1.375 -0.068 -0.162  0.0572
O 1.888 1.292 3.180  -0.0985
H 1.710 1.795 2.365  0.0224
H 1.657 0.340 2.974  0.0589
O -0.461 0.286 1.228  -0.2796
H 0.492 0.489 0.264  0.0355
H -0.585 -1.648 -1.450  0.1021
O -0.038 2.991 2.587  -0.0218
H 2.052 1.221 -0.452  -0.0664
H 2.617 -2.139 0.962  -0.0033
O 1.730 -2.389 1.025  -0.0495
H -0.548 2.282 2.206  0.0112
H -1.750 0.040 -1.614  -0.0566
O 0.259 -1.533 -2.079  -0.1523
H 1.374 -1.977 0.202  0.0266
H -0.945 -2.343 3.186  0.0437

The winner here is run 2, beating the second structure by 29.2 kcal/mol.